1.
{"formula": "C26H27Cl42NO3", "method": "wB97M-V/def2-TZVPD", "elements": ["C", "C", "C", "C", "C", "C", "C", "O", "C", "N", "C", "O", "C", "C", "C", "O", "H", "H", "H", "H", "H", "H", "H", "H", "H", "H", "H", "H", "H", "C", "Cl", "Cl", "Cl", "H", "C", "Cl", "Cl", "Cl", "H", "C", "Cl", "Cl", "Cl", "H", "C", "Cl", "Cl", "Cl", "H", "C", "Cl", "Cl", "Cl", "H", "C", "Cl", "Cl", "Cl", "H", "C", "Cl", "Cl", "Cl", "H", "C", "Cl", "Cl", "Cl", "H", "C", "Cl", "Cl", "Cl", "H", "C", "Cl", "Cl", "Cl", "H", "C", "Cl", "Cl", "Cl", "H", "C", "Cl", "Cl", "Cl", "H", "C", "Cl", "Cl", "Cl", "H", "C", "Cl", "Cl", "Cl", "H"], "coordinates": [[-3.91770, 0.46774, -1.17449], [-3.35559, 0.12829, 0.32733], [-2.72051, 1.49515, 0.88239], [-2.04080, 1.38586, 2.33618], [-0.49790, 0.93402, 2.33532], [0.40990, 1.60872, 1.20784], [0.41362, 2.97358, 0.81666], [-0.46520, 3.92068, 1.45254], [-1.37612, 4.49681, 0.52329], [-2.04271, 5.13064, -0.27297], [1.43884, 3.42651, -0.33452], [1.20311, 4.29473, -1.21721], [2.85179, 2.67962, -0.37880], [2.87152, 1.30752, 0.02575], [1.47492, 0.63409, 0.46132], [1.25889, -0.59006, 0.25993], [-4.40200, -0.44741, -1.67370], [-3.03063, 0.87781, -1.79363], [-4.68805, 1.32501, -1.07512], [-2.58794, -0.71606, 0.17770], [-4.27402, -0.23304, 0.93689], [-2.05011, 1.93422, 0.06404], [-3.60733, 2.23927, 0.99677], [-2.65056, 0.59533, 2.93181], [-2.16983, 2.37449, 2.89921], [-0.38452, -0.22024, 2.28416], [-0.04841, 1.23406, 3.36257], [3.77775, 3.25091, -0.73492], [3.88012, 0.77438, 0.01365], [-3.29286, -3.88419, 1.04574], [-1.85301, -2.96838, 0.57386], [-3.18097, -4.38569, 2.73958], [-4.75716, -2.92992, 0.77518], [-3.34879, -4.77803, 0.42661], [-5.09963, 2.02755, 5.30557], [-4.82105, 0.28671, 5.46670], [-3.78233, 2.94005, 6.05687], [-5.27331, 2.47671, 3.60265], [-6.02611, 2.27533, 5.82140], [5.83426, -1.61740, -1.04935], [7.39375, -2.32397, -0.60228], [4.73294, -1.62780, 0.33448], [6.04928, 0.02884, -1.66384], [5.39670, -2.22407, -1.84061], [11.14651, -3.78790, 0.27321], [11.20050, -2.55806, -0.99721], [10.14078, -3.24278, 1.62377], [10.54246, -5.32167, -0.37082], [12.15897, -3.94548, 0.64144], [12.56798, -0.47055, -4.63693], [10.93223, -1.13234, -4.50042], [13.47293, -0.73667, -3.13962], [13.41677, -1.18908, -6.01310], [12.49059, 0.60246, -4.80436], [0.45752, 2.92709, -4.59862], [1.89952, 2.01948, -5.07903], [-0.56309, 3.26404, -6.00355], [-0.45378, 2.04076, -3.36843], [0.77672, 3.87633, -4.17061], [6.74754, -5.12440, 1.79595], [5.75421, -3.80822, 2.43709], [7.36926, -6.13316, 3.11127], [5.81948, -6.10082, 0.64877], [7.59501, -4.68860, 1.26843], [-4.72963, 4.62388, -5.92457], [-3.49890, 3.98757, -4.82496], [-3.97399, 5.33841, -7.35662], [-5.86531, 3.34917, -6.39194], [-5.28419, 5.40333, -5.40460], [-4.89056, 5.82144, -11.28699], [-3.57473, 6.71203, -10.50489], [-5.12615, 4.24923, -10.50892], [-6.38735, 6.76435, -11.24926], [-4.61844, 5.65106, -12.32835], [-6.84259, -2.36025, 7.74997], [-5.74260, -2.98960, 6.51481], [-5.94958, -1.93075, 9.21683], [-7.73588, -0.96205, 7.13437], [-7.55883, -3.14094, 8.00081], [-8.20538, -1.47172, 2.57514], [-7.92848, -3.21212, 2.73612], [-6.88903, -0.56037, 3.32860], [-8.37348, -1.02413, 0.87085], [-9.13322, -1.22344, 3.08799], [-6.17962, -1.42255, 13.07550], [-4.88000, -0.50980, 13.85604], [-6.40779, -2.98596, 13.87246], [-7.68544, -0.49340, 13.08482], [-5.89633, -1.60434, 12.04028], [-1.50438, 4.58005, -12.88431], [-2.63894, 5.21880, -14.08489], [-0.80909, 3.05066, -13.43899], [-0.22729, 5.75777, -12.54751], [-2.05118, 4.39337, -11.96087], [9.14372, -9.11861, 5.30474], [10.86595, -9.00970, 5.69684], [8.83464, -10.49846, 4.23997], [8.17654, -9.24384, 6.78119], [8.85323, -8.20791, 4.78054]], "forces_ev_per_a": [[0.2845, 0.4398, 0.8343], [-0.4219, 0.5430, -1.5579], [-1.1077, -0.1349, 0.4417], [-0.3647, -0.3791, -0.2321], [0.3000, 0.0556, 0.2286], [0.2818, 1.4593, -0.5154], [0.9062, -3.0991, -0.1865], [-1.6013, 0.4685, -3.4363], [-0.7151, 2.2235, -2.0028], [3.4310, -3.6636, 4.5075], [0.3204, 1.6435, -2.0329], [0.4179, -2.8368, 3.5280], [-1.3024, -2.9763, 1.5220], [-0.4958, 3.4553, -0.7544], [0.5055, -1.7129, -0.2795], [0.5449, 4.5766, 0.9766], [0.8084, 1.4450, 0.7077], [-1.5169, -0.8118, 0.7582], [1.1220, -1.4320, -0.3231], [-1.2652, 1.5545, 0.6584], [1.8533, 0.6390, -0.6752], [-0.6880, -0.6212, 1.2806], [1.4741, -1.1629, -0.2801], [1.1172, 1.2945, -0.9185], [0.3417, -1.3658, -0.8661], [-0.2096, 2.0327, -0.2627], [-0.5984, -0.4215, -1.7038], [-1.7055, -0.9138, 0.4489], [-1.9940, 0.3837, -0.0178], [0.0047, 0.0763, -0.0350], [0.0660, -0.4876, 0.0788], [-0.0199, 0.0025, -0.1244], [0.0415, -0.2645, -0.0125], [0.0266, 0.2006, 0.1479], [0.0600, -0.0012, -0.0109], [0.2048, 0.2843, 0.1381], [-0.1297, -0.0554, -0.0396], [-0.0099, 0.0280, 0.1568], [0.2033, -0.0656, -0.1064], [-0.0613, -0.0880, 0.1056], [-0.0632, 0.0541, -0.0929], [0.0072, 0.0697, -0.4107], [0.0130, -0.1178, -0.0167], [0.0856, 0.1464, 0.1764], [0.0300, 0.0355, -0.1179], [0.0275, -0.1529, 0.1519], [0.0618, -0.0433, -0.0154], [0.0352, 0.1043, 0.0873], [-0.2378, 0.0284, -0.0644], [0.0163, -0.0283, -0.0312], [0.1117, 0.0947, 0.0035], [-0.0616, 0.0855, -0.1306], [-0.0781, 0.1090, 0.1151], [0.0159, -0.2462, 0.0423], [-0.0045, 0.0913, -0.0589], [-0.0531, 0.0771, 0.0814], [0.3664, -0.0621, 0.0713], [0.0300, 0.0509, -0.0219], [-0.0726, -0.2209, -0.0357], [-0.0732, 0.0586, -0.0378], [0.2853, -0.3698, 0.1444], [0.0182, 0.0630, -0.0730], [0.1197, 0.1100, 0.0663], [-0.1649, -0.0932, 0.1201], [0.0964, -0.0083, 0.1254], [-0.4164, 0.1400, 0.0068], [-0.0756, -0.0082, 0.1983], [0.0368, 0.1151, 0.0241], [0.1103, -0.1761, -0.1383], [-0.1506, -0.0224, 0.0028], [-0.0099, -0.0750, -0.1675], [0.0534, 0.0854, -0.1937], [0.1481, -0.0804, -0.0338], [-0.0569, 0.0729, 0.2751], [-0.0076, -0.0042, -0.1165], [-0.1386, 0.0205, 0.1142], [-0.0375, -0.0346, -0.0941], [-0.0351, -0.1710, 0.1030], [0.1657, 0.1827, -0.0450], [0.0550, 0.0453, -0.0073], [-0.0779, 0.1280, 0.0420], [-0.3637, -0.2799, -0.1924], [-0.0156, -0.0327, 0.1074], [0.2047, -0.0607, -0.1229], [-0.0062, 0.0142, 0.0466], [-0.0921, -0.0817, -0.1128], [0.0305, 0.1158, -0.1201], [0.1375, -0.0883, -0.0618], [-0.0810, 0.0359, 0.2465], [0.1509, -0.0366, 0.0858], [0.0357, -0.0346, 0.0547], [-0.1127, 0.1412, 0.0780], [-0.1803, -0.1210, -0.0047], [0.1086, 0.0525, -0.1824], [-0.0181, -0.0172, -0.0110], [-0.1457, 0.0407, -0.0572], [0.0126, 0.1802, 0.0677], [0.0643, 0.0585, -0.1474], [0.0878, -0.2521, 0.1315]], "lowdin_charge": [-0.122, -0.279, -0.222, -0.200, -0.114, -0.015, -0.101, 0.014, -0.215, 0.171, -0.236, 0.037, 0.031, 0.012, -0.232, 0.036, 0.071, 0.057, 0.081, 0.022, 0.072, 0.093, 0.105, 0.110, 0.091, 0.121, 0.135, 0.130, 0.027, -1.501, 0.568, 0.521, 0.543, 0.018, -1.514, 0.468, 0.530, 0.535, 0.020, -1.491, 0.523, 0.541, 0.543, 0.025, -1.525, 0.501, 0.526, 0.528, 0.019, -1.540, 0.509, 0.503, 0.520, 0.016, -1.532, 0.516, 0.503, 0.518, 0.015, -1.554, 0.501, 0.520, 0.527, -0.054, -1.524, 0.496, 0.491, 0.517, 0.018, -1.546, 0.510, 0.511, 0.532, -0.044, -1.522, 0.514, 0.537, 0.508, 0.019, -1.526, 0.509, 0.472, 0.521, 0.017, -1.554, 0.518, 0.517, 0.515, -0.040, -1.544, 0.538, 0.529, 0.521, -0.008, -1.550, 0.515, 0.515, 0.516, -0.021], "homo_ev": -10.2, "molar_mass_da": 1890.53, "relative_energy_kj_mol": 0.0, "homo_lumo_gap_ha": 0.3213}

=====

2.
{"formula": "C3H10N3O2", "method": "wB97M-V/def2-TZVPD", "elements": ["C", "C", "C", "N", "N", "N", "O", "O", "H", "H", "H", "H", "H", "H", "H", "H", "H", "H"], "coordinates": [[3.29572, -0.01329, 0.13241], [-3.62508, 0.26727, -0.22256], [-1.23247, 0.03678, 0.27141], [-0.04092, -0.49370, -0.08410], [0.96996, 0.12866, 0.84155], [2.07176, 0.63109, 0.15555], [0.33363, -1.18301, -1.17263], [-2.23422, -0.14283, -0.46763], [3.86128, 0.04801, 1.12287], [3.03380, -1.03832, -0.06079], [4.01721, 0.49984, -0.62236], [-3.63060, 1.37291, 0.00905], [-3.87794, -0.40659, 0.67055], [-4.20042, 0.06344, -1.11743], [-1.29912, 0.70406, 1.16955], [1.18490, -0.52502, 1.54916], [1.82816, 1.45502, -0.51711], [-0.45565, -1.40433, -1.65748]], "forces_ev_per_a": [[3.0839, -0.0834, 0.2727], [0.6280, 0.1249, 2.5381], [2.0531, 0.0649, -0.3485], [-1.8171, 2.5354, 3.7197], [0.3680, 1.2534, -2.6051], [-3.5327, 3.8651, -0.9255], [0.7044, -0.0267, 0.2021], [-0.9864, -0.9333, -2.2516], [-0.7507, -0.0736, -1.0474], [1.0251, -0.8888, -0.5102], [-1.5007, -1.2656, 1.0215], [-0.1113, -1.3101, -0.0894], [-0.4407, 1.3589, -1.3833], [0.2117, -0.2212, 0.0265], [0.5141, -0.8740, -0.8251], [0.7655, -1.1071, 0.6058], [0.6951, -2.1906, 2.2009], [-0.9093, -0.2281, -0.6013]], "lowdin_charge": [-0.138, 0.050, -0.087, -0.096, 0.037, -0.166, 0.133, -0.034, 0.100, 0.068, 0.132, 0.123, 0.136, 0.100, 0.193, 0.128, 0.195, 0.126], "total_charge": 1, "homo_ev": -12.4, "molar_mass_da": 120.13, "relative_energy_kj_mol": 775.3, "smiles": "CNN/[N+](O)=C/OC", "homo_lumo_gap_ha": 0.3217}

=====

3.
{"formula": "C3H4ClF", "method": "wB97M-V/def2-TZVPD", "elements": ["C", "C", "C", "F", "Cl", "H", "H", "H", "H"], "coordinates": [[1.27995, 0.48801, 0.69636], [0.44954, 0.31666, -0.33060], [-0.44445, -0.73632, -0.54871], [-0.36095, -1.85177, 0.16987], [-2.99077, 0.62466, 0.36314], [1.80480, 1.41942, 0.59260], [1.19913, -0.27997, 1.42717], [0.26517, 0.90743, -1.19596], [-1.20241, -0.88813, -1.17387]], "forces_ev_per_a": [[-0.7807, 0.3254, -1.3931], [-1.5352, -0.8698, -1.6144], [1.3757, -1.2991, 4.5276], [0.4052, 0.4871, 0.1887], [1.0370, -0.4850, -0.3416], [0.7626, -0.0994, 1.0861], [0.7570, 0.0548, 1.0407], [0.6431, 1.5963, -0.2018], [-2.6647, 0.2898, -3.2923]], "lowdin_charge": [0.122, -0.169, -0.104, 0.080, -0.252, 0.084, 0.082, 0.110, 0.047], "homo_ev": [-9.8, -8.6], "molar_mass_da": 94.52, "relative_energy_kj_mol": 301.4, "homo_lumo_gap_ha": [0.2869, 0.2038]}

=====

4.
{"formula": "C25H42BN4O3", "method": "wB97M-V/def2-TZVPD", "elements": ["C", "O", "C", "C", "C", "C", "C", "C", "C", "C", "C", "N", "C", "B", "O", "N", "C", "C", "C", "C", "C", "C", "C", "C", "C", "C", "C", "C", "C", "C", "O", "N", "N", "H", "H", "H", "H", "H", "H", "H", "H", "H", "H", "H", "H", "H", "H", "H", "H", "H", "H", "H", "H", "H", "H", "H", "H", "H", "H", "H", "H", "H", "H", "H", "H", "H", "H", "H", "H", "H", "H", "H", "H", "H", "H"], "coordinates": [[8.37353, -2.16931, 0.85135], [7.26263, -1.32940, 0.51432], [7.21499, -0.21017, 1.39635], [5.81071, 0.40071, 1.31625], [5.69694, 1.16901, -0.01819], [4.33348, 1.85861, -0.20941], [3.74517, 1.64181, -1.62200], [2.89802, 0.33663, -1.65828], [1.66042, 0.42954, -2.60038], [0.38836, -0.00233, -1.91836], [-0.56114, 0.89790, -1.53664], [-0.47232, 2.28607, -1.76656], [-1.71678, 0.45097, -0.90223], [-2.73999, 1.62030, -0.50681], [-2.56692, 2.20859, 0.71439], [-3.78454, 2.12162, -1.39641], [-5.14652, 1.67097, -0.98719], [-3.73772, 3.60691, -1.26723], [-1.87401, -0.91538, -0.68366], [-3.16738, -1.40890, -0.04402], [-3.15388, -1.37226, 1.54243], [-4.26760, -0.48066, 2.06856], [-4.02673, 0.58688, 2.89233], [-5.04625, 1.40292, 3.32744], [-6.32525, 1.11693, 2.92420], [-6.59480, 0.03543, 2.12866], [-5.56923, -0.76229, 1.68865], [-0.89409, -1.80903, -1.07741], [-1.01274, -3.31201, -0.90105], [-1.20171, -3.77828, 0.55038], [-0.51941, -2.91568, 1.44990], [0.21295, -1.31910, -1.68283], [1.25052, -2.14826, -2.11413], [9.29329, -1.57971, 0.77726], [8.21081, -2.54844, 1.86747], [8.34858, -2.99986, 0.14672], [7.47226, -0.51884, 2.41788], [7.95598, 0.51392, 1.02258], [5.12237, -0.45066, 1.32374], [5.68425, 1.06559, 2.17531], [6.54014, 1.86753, -0.03160], [5.91012, 0.43398, -0.80350], [3.66021, 1.47807, 0.56729], [4.44107, 2.93237, -0.02523], [4.59983, 1.50679, -2.29109], [3.18043, 2.51101, -1.97158], [2.64078, 0.04655, -0.63519], [3.54615, -0.43756, -2.07896], [1.80880, -0.24568, -3.44547], [1.59370, 1.43205, -3.01851], [0.40113, 2.56748, -2.18891], [-1.22737, 2.54501, -2.40050], [-1.87533, 1.73172, 1.19205], [-5.66723, 1.28353, -1.86836], [-5.07634, 0.92402, -0.19527], [-5.75923, 2.49467, -0.61220], [-4.26396, 4.07861, -2.10257], [-2.70796, 3.97681, -1.25570], [-4.20502, 3.95912, -0.33987], [-4.01797, -0.86295, -0.45045], [-3.31323, -2.45408, -0.32075], [-3.35709, -2.38396, 1.89746], [-2.16214, -1.03024, 1.83383], [-2.99102, 0.77870, 3.16380], [-4.80282, 2.25304, 3.95219], [-7.12647, 1.76974, 3.25702], [-7.59984, -0.22445, 1.81509], [-5.75462, -1.62312, 1.05152], [-1.89502, -3.62771, -1.46981], [-0.16507, -3.86360, -1.29477], [-2.25317, -3.90165, 0.82462], [-0.76398, -4.78258, 0.63603], [-0.74584, -3.21559, 2.33812], [0.91458, -2.99522, -2.54314], [1.93758, -2.31315, -1.38902]], "forces_ev_per_a": [[-0.9107, 0.4105, -0.2364], [0.1882, -0.2077, 0.4679], [-0.2693, -0.0236, -0.4982], [1.0507, -0.0755, -0.5992], [0.0115, -0.4810, 0.6414], [0.3813, 0.3185, -0.2573], [0.1022, -0.5778, 0.6979], [0.4951, 0.4235, -0.8440], [0.2204, -0.6888, 0.1670], [1.5158, 0.4907, -0.9012], [-0.7872, 0.5247, 0.3380], [-0.0388, -0.2766, -0.4729], [-0.1959, -0.1704, -0.0754], [-0.5334, 0.0100, 0.3816], [0.3994, -0.5950, -0.2956], [0.2950, 1.0071, 0.9146], [0.1688, -0.3094, -0.7272], [-0.1202, 0.2485, -0.3246], [-1.0849, 0.0079, 0.1797], [0.6204, -0.7049, 0.4567], [-0.6648, 0.7053, -0.9973], [0.4885, -0.8077, -0.4518], [1.0517, 0.1128, 0.1750], [0.4946, 0.2113, 0.1148], [-0.8926, 1.0914, 0.6943], [-0.6668, -0.6878, -0.6197], [0.2546, -0.4499, -0.0825], [0.1312, -0.7192, 0.1414], [-0.4679, 0.1867, 0.2543], [0.3179, -0.6485, 0.3086], [-0.1711, -0.0129, -0.2134], [-0.0479, -0.1530, 0.3556], [0.3704, 0.0672, -0.3757], [0.1237, -0.3462, 0.0655], [0.3602, -0.0286, -0.0552], [0.2626, 0.0847, 0.0396], [-0.0398, 0.0360, -0.0859], [0.0225, 0.0456, 0.4393], [-0.2220, 0.2937, 0.2908], [-0.3085, -0.1084, -0.0656], [-0.2717, 0.1781, -0.1999], [-0.1960, 0.1558, -0.0548], [-0.1455, 0.1163, -0.1975], [-0.0024, -0.1155, 0.0373], [-0.2173, 0.2523, -0.1747], [-0.0679, -0.0984, 0.1452], [-0.2130, 0.0336, -0.1389], [-0.1237, -0.1389, 0.3446], [0.0158, 0.1386, 0.0146], [-0.2253, -0.0763, 0.1321], [-0.0479, 0.0996, 0.1085], [0.0483, 0.2648, 0.1859], [-0.0391, 0.3798, 0.2340], [-0.0143, -0.2280, 0.2445], [-0.3035, -0.0323, -0.1228], [0.2692, 0.0180, 0.1105], [0.0635, -0.1397, 0.0220], [-0.0937, -0.0887, -0.1277], [0.0752, -0.1090, -0.0457], [0.1265, 0.0940, 0.0626], [-0.1425, 0.1515, -0.2336], [0.3543, 0.0476, 0.1225], [-0.1266, -0.1501, 0.4142], [-0.1521, 0.1248, 0.1735], [-0.2251, -0.0014, 0.0028], [-0.0296, -0.1442, -0.0685], [-0.0470, 0.2531, 0.1574], [-0.1503, 0.0845, 0.0420], [0.1545, -0.0790, 0.0014], [-0.0333, 0.2663, -0.0675], [0.0084, 0.3006, -0.1100], [-0.1126, 0.0740, -0.1630], [0.1910, 0.1486, 0.0199], [-0.0554, 0.0597, 0.0788], [-0.1757, -0.0427, 0.1052]], "lowdin_charge": [-0.094, -0.216, -0.254, -0.176, -0.204, -0.200, -0.185, -0.170, -0.104, -0.106, -0.188, 0.149, 0.069, -0.572, 0.193, -0.081, -0.043, -0.086, -0.083, -0.079, -0.097, -0.254, -0.061, -0.063, -0.087, -0.082, -0.070, -0.092, -0.071, -0.238, -0.053, -0.005, 0.135, 0.091, 0.087, 0.087, 0.119, 0.124, 0.115, 0.118, 0.114, 0.110, 0.100, 0.110, 0.111, 0.101, 0.108, 0.110, 0.120, 0.101, 0.084, 0.113, 0.115, 0.091, 0.053, 0.093, 0.095, 0.078, 0.090, 0.107, 0.102, 0.111, 0.110, 0.116, 0.115, 0.113, 0.115, 0.126, 0.137, 0.101, 0.106, 0.126, 0.106, 0.111, 0.131], "total_charge": 1, "homo_ev": -11.4, "molar_mass_da": 457.45, "smiles": "COCCCCCCCc1c(N)c(B(O)N(C)C)c(CCc2ccccc2)c(CCO)[n+]1N", "homo_lumo_gap_ha": 0.3016}